The following is a DFT calculation (ωB97M-V with the def2-TZVPD basis set) of C22H39FN2O10S2 as an isolated structure.

Summary:
gap between HOMO and LUMO	8.2	eV
F_max	1.4	eV/A
HOMO energy	-0.339	hartree
2S+1	1
total energy	-71284.94076	eV
E_LUMO	-0.0386	Eh

Geometry as XYZ:
```
76
Properties=species:S:1:pos:R:3:forces:R:3
C 5.467487 5.024281 3.614711 0.12 -0.54 0.25
C 4.964600 3.581180 3.672842 0.53 0.10 -0.97
O 3.588724 3.522189 3.335880 0.02 -0.01 0.53
C 2.900252 2.390526 3.826674 -1.01 0.23 -0.06
C 2.542185 1.366547 2.732120 0.58 0.09 0.12
C 3.684494 1.260692 1.754214 -0.83 -0.46 0.72
C 4.806433 0.510435 1.950771 0.30 0.06 -0.97
S 5.053086 -0.464294 3.384823 -0.80 0.50 1.09
O 5.727072 0.272052 4.396224 0.44 0.19 -0.23
O 3.894086 -1.189319 3.764675 -0.10 -0.29 -0.41
F 6.073625 -1.486745 2.814982 0.27 -0.39 -0.12
C 5.879280 0.504623 0.994810 -0.42 0.04 0.53
C 5.800552 1.246737 -0.126967 1.10 -0.03 -0.76
O 6.850103 1.253128 -1.035261 -0.42 0.06 0.30
C 4.649179 2.026834 -0.395471 -0.27 -0.02 0.00
N 4.392022 2.801594 -1.450038 0.28 0.15 -0.18
S 2.962291 3.459124 -1.187006 -0.21 -0.10 0.23
N 2.571898 2.810962 0.230991 0.02 0.24 -0.55
C 3.601312 2.026671 0.553689 0.11 -0.26 0.65
H 5.710536 5.359551 4.617872 -0.16 0.39 0.05
H 6.384332 5.053251 3.034765 0.14 0.14 -0.09
H 4.739129 5.669473 3.137367 -0.14 0.11 0.06
H 5.525198 3.017546 2.919184 0.02 -0.22 0.03
H 5.198355 3.112855 4.626932 -0.31 -0.02 0.22
H 3.402942 1.915214 4.665810 0.44 -0.06 -0.06
H 1.952400 2.755209 4.225176 -0.07 0.05 0.10
H 1.637990 1.645055 2.205786 -0.05 0.24 -0.10
H 2.347076 0.420143 3.219414 -0.02 -0.23 -0.01
H 6.750552 -0.092519 1.197114 0.20 0.01 -0.19
H 7.498611 1.876936 -0.694901 0.20 0.02 -0.18
C -4.231112 -2.777735 2.387858 -0.05 0.09 0.02
O -4.044987 -1.382013 2.407636 0.16 -0.03 -0.12
C -3.178784 -0.963747 3.450159 -0.26 0.04 -0.09
C -2.550299 0.369758 3.116217 0.12 0.07 0.13
O -1.485954 0.284359 2.177338 -0.04 0.02 0.00
C -1.842385 -0.002586 0.832602 0.19 -0.02 -0.09
C -2.495416 1.159117 0.114751 -0.29 -0.17 -0.10
O -3.846468 1.308204 0.519676 0.06 0.11 0.23
C -4.311826 2.631173 0.376946 -0.05 -0.13 -0.05
H -4.742982 -3.118596 3.295113 0.06 -0.10 0.00
H -4.846084 -3.022060 1.523258 -0.04 0.06 0.01
H -3.269715 -3.295463 2.288693 -0.03 -0.07 0.08
H -2.386010 -1.704649 3.608865 0.02 0.00 0.01
H -3.764977 -0.868551 4.374494 0.12 -0.02 0.09
H -2.093078 0.760104 4.028222 0.05 -0.05 -0.01
H -3.304360 1.090477 2.797628 -0.10 -0.12 -0.08
H -2.449219 -0.907071 0.770819 -0.18 0.11 -0.02
H -0.898204 -0.216837 0.324911 0.03 0.07 0.04
H -2.491689 0.973084 -0.968238 0.24 0.05 -0.01
H -1.927176 2.073291 0.323378 0.02 0.00 0.00
H -3.697254 3.327417 0.959261 0.02 0.04 -0.07
H -5.330905 2.666296 0.757403 -0.01 -0.04 -0.02
H -4.316425 2.937456 -0.675602 0.03 0.09 0.02
C -3.702737 -3.471661 -7.471589 -0.06 -0.06 0.09
O -3.381498 -3.580476 -6.104277 0.11 0.24 -0.02
C -2.113985 -4.176477 -5.889461 -0.25 -0.05 0.05
C -1.550886 -3.783364 -4.542144 0.10 -0.04 0.06
O -0.997622 -2.475649 -4.500199 -0.02 0.00 0.00
C -1.899697 -1.379079 -4.512957 0.10 0.09 -0.04
C -2.630671 -1.166250 -3.206406 -0.34 -0.03 -0.07
O -3.680516 -2.105085 -3.050334 0.18 -0.23 0.05
C -3.982981 -2.354491 -1.694516 -0.05 0.09 -0.11
H -3.802103 -4.460431 -7.934527 0.04 0.03 -0.08
H -4.654775 -2.949961 -7.548105 -0.02 -0.03 0.04
H -2.942814 -2.891883 -8.008534 0.01 -0.06 -0.05
H -1.411424 -3.872972 -6.675057 0.02 0.00 0.01
H -2.234033 -5.268271 -5.924297 0.16 -0.02 -0.04
H -0.711135 -4.449439 -4.332087 0.03 0.03 -0.02
H -2.287793 -3.928363 -3.750379 -0.14 0.04 -0.10
H -2.596925 -1.446517 -5.349527 -0.14 -0.09 0.09
H -1.272194 -0.500746 -4.682168 0.03 -0.02 0.02
H -3.073279 -0.159846 -3.196985 0.19 0.09 0.04
H -1.915771 -1.249243 -2.378043 0.02 0.01 0.00
H -3.096336 -2.726958 -1.166413 -0.02 0.08 0.09
H -4.752264 -3.123999 -1.659617 -0.03 0.03 -0.06
H -4.359053 -1.450192 -1.200948 0.06 -0.03 0.11
```
Positions in Å, forces in eV/Å.